Formula: C5H11O2
Source: the Open Molecules 2025 dataset
Level of theory: wB97M-V/def2-TZVPD

Computed properties:
- charge = -1

```
18
Properties=species:S:1:pos:R:3:forces:R:3
C -0.137 -0.812 2.696 0.115 1.144 0.057
C -1.538 -0.230 2.564 -0.699 0.741 -0.385
C 0.321 -1.822 1.646 0.067 0.263 0.488
H -0.020 -1.228 3.709 -0.389 -0.508 -0.293
H 0.546 0.034 2.816 0.197 0.061 -0.730
H -2.309 -1.002 2.609 -0.071 0.012 0.569
H -1.673 0.587 3.286 -0.223 -0.666 0.560
H 0.405 -1.521 0.600 -0.426 0.621 0.219
H -1.833 0.340 1.669 1.038 -0.528 -0.468
H -0.376 -2.661 1.697 0.354 -0.364 -0.063
H 1.338 -2.070 1.939 0.053 -0.730 -0.025
C 0.141 -0.139 -2.853 0.739 0.297 0.818
C 0.444 0.934 -1.746 -0.550 0.708 -0.800
O 1.534 1.549 -1.808 -0.088 -0.428 0.163
O -0.531 1.133 -0.980 0.278 -0.162 0.291
H -0.175 -1.008 -2.281 -0.167 -0.347 -0.318
H 1.041 -0.348 -3.437 -0.190 -0.065 -0.056
H -0.675 0.217 -3.480 -0.038 -0.048 -0.027
```
Forces are in eV/Å.



Formula: C5H11O2
Source: the Open Molecules 2025 dataset
Level of theory: wB97M-V/def2-TZVPD

Computed properties:
- charge = -1

```
18
Properties=species:S:1:pos:R:3:forces:R:3
C -0.377 2.825 -0.642 0.880 -0.370 0.352
C 0.847 2.537 -1.556 -0.080 0.130 0.093
O 0.585 2.288 -2.750 0.046 -0.050 -0.234
O 1.957 2.544 -0.976 0.018 0.016 -0.018
H -0.341 2.004 0.077 -0.413 -0.123 0.050
H -1.296 2.823 -1.213 -0.255 0.176 0.078
H -0.201 3.715 -0.031 -0.217 0.151 -0.295
C -0.057 -1.056 0.744 -0.440 -0.253 0.076
C -0.552 -1.693 -0.550 -0.658 -1.243 -0.199
C 0.321 -2.102 1.795 0.554 -0.441 -0.895
H -0.885 -0.487 1.180 0.317 0.430 -0.208
H 0.789 -0.417 0.525 0.056 0.370 0.157
H -1.634 -1.893 -0.512 0.112 0.249 0.070
H -0.365 -1.207 -1.504 0.191 0.552 0.280
H 0.595 -1.641 2.739 -0.347 -0.079 0.290
H 1.208 -2.657 1.468 0.065 0.109 -0.060
H -0.142 -2.704 -0.657 0.294 0.037 -0.003
H -0.450 -2.879 1.863 -0.122 0.340 0.465
```
Forces are in eV/Å.



Formula: C5H11O2
Source: the Open Molecules 2025 dataset
Level of theory: wB97M-V/def2-TZVPD

Computed properties:
- charge = -1

```
18
Properties=species:S:1:pos:R:3:forces:R:3
C 2.094 -1.663 -0.581 1.500 -0.497 -0.502
C 2.417 -1.690 0.895 -1.785 0.171 1.919
H 2.531 -2.588 -0.977 -0.663 -0.014 -0.367
H 1.073 -1.508 -0.914 -0.146 -0.182 0.409
H 2.702 -0.896 -1.062 -0.083 0.208 -0.027
H 3.176 -2.395 1.223 0.742 0.407 -0.485
H 1.600 -2.052 1.551 -0.268 -0.033 -0.750
H 2.523 -0.693 1.331 0.675 -0.047 -0.202
C -1.319 1.272 -0.583 0.075 0.566 0.040
C -1.535 2.189 0.659 -0.666 -1.937 0.279
C -2.624 0.427 -0.855 0.781 0.240 -0.361
O -3.009 -0.211 0.152 -0.233 0.020 -0.167
O -3.085 0.465 -2.017 -0.070 -0.099 0.286
H -0.976 1.869 -1.434 -0.386 -0.145 -0.166
H -0.523 0.544 -0.402 0.039 0.019 0.166
H -2.574 1.994 0.900 -0.533 0.632 0.029
H -1.359 3.257 0.578 0.405 -0.072 -0.035
H -1.113 1.678 1.536 0.617 0.763 -0.067
```
Forces are in eV/Å.



Formula: C5H11O2
Source: the Open Molecules 2025 dataset
Level of theory: wB97M-V/def2-TZVPD

Computed properties:
- charge = -1
- SMILES = [O-]CCCCCO

```
18
Properties=species:S:1:pos:R:3:forces:R:3
O 2.098 -0.050 2.606 -0.485 -0.298 -1.196
C 1.045 -0.376 1.803 0.651 -0.793 1.193
C 1.002 0.187 0.377 0.054 -2.281 -2.601
C 0.055 -0.855 -0.585 5.492 -1.455 0.661
C -0.598 -0.422 -1.849 1.886 1.957 -3.417
C -1.221 0.965 -1.601 2.482 -0.985 1.126
O -2.165 0.598 -0.582 0.489 1.015 1.631
H 0.764 -1.508 1.770 0.810 0.656 -0.363
H 0.129 -0.018 2.224 -1.685 0.701 0.717
H 0.447 1.110 0.259 0.882 0.655 0.562
H 2.088 0.143 -0.017 -1.770 0.670 0.318
H -0.624 -1.281 0.117 -0.459 -0.860 0.421
H 0.941 -1.657 -0.869 -2.663 1.385 0.872
H 0.239 -0.343 -2.770 -2.135 -0.301 2.244
H -1.444 -1.042 -2.175 0.518 -0.280 0.036
H -0.285 1.690 -1.359 -2.563 -1.226 0.008
H -1.740 1.381 -2.435 -0.630 0.195 -0.467
H -1.678 0.144 0.186 -0.873 1.245 -1.746
```
Forces are in eV/Å.



Here are the calculated energy relative to the best compared isomer or geometry (same formula, charge and spin) numbers, same order: 50.3; 34.9; 82.1; 428.2 (kJ/mol).